(1)
Computed, not measured: a molecular structure, C22H28N7O5STc, with the ωB97M-V functional and the def2-TZVPD basis.

highest occupied orbital energy (alpha / beta) = -0.4060 / -0.4078 Ha

Structure (ORCA input):
```
! wB97M-V def2-TZVPD RIJCOSX def2/J DEFGRID3
* xyz 1 4
Tc -0.4360 2.1619 -0.1847
O 1.6031 5.0965 -2.1059
C 1.2467 4.1854 -1.4175
O -0.0185 3.8127 -1.2275
C 2.2096 3.3324 -0.6131
C 3.5853 3.4259 -0.5403
C 4.2507 2.5437 0.3109
C 3.5459 1.6138 1.0697
C 2.1694 1.5774 0.9401
N 1.5694 2.4225 0.1117
C 1.1901 0.7042 1.6998
O 1.5399 -0.0480 2.5654
O -0.0689 0.9468 1.3542
H 4.1026 4.1684 -1.1298
H 5.3277 2.5920 0.3906
H 4.0300 0.9310 1.7522
C -2.0041 -3.2965 -1.9067
C -2.4671 -2.1824 -2.8326
N -1.4970 -1.0966 -2.8976
C -1.4535 -0.0879 -2.0238
S -0.0907 0.9953 -2.1861
N -2.4181 0.0367 -1.1414
N -2.2547 1.1187 -0.3325
C -3.1345 1.3458 0.5929
C -4.3363 0.5007 0.8268
C -2.8783 2.5386 1.4197
C -3.7505 2.9990 2.3925
C -3.4509 4.1786 3.0576
C -2.3000 4.8767 2.7311
C -1.4605 4.3519 1.7639
N -1.7379 3.2085 1.1442
H -2.7864 -4.0463 -1.7985
H -1.7690 -2.8982 -0.9193
H -1.1151 -3.7904 -2.2991
H -3.4106 -1.7586 -2.4934
H -2.6125 -2.5458 -3.8506
H -0.6802 -1.2263 -3.4734
H -4.4492 -0.2208 0.0250
H -5.2341 1.1144 0.8921
H -4.2266 -0.0357 1.7720
H -4.6498 2.4486 2.6191
H -4.1203 4.5539 3.8187
H -2.0478 5.8088 3.2126
H -0.5455 4.8468 1.4692
C 1.8985 -4.0484 1.4418
N 1.0529 -3.1129 0.7199
C -0.1263 -2.6837 1.4511
C 1.5652 -2.2560 -0.2247
O 1.1783 -1.0909 -0.3272
N 2.4974 -2.7748 -1.0770
C 3.2186 -1.8775 -1.9519
C 2.5996 -4.1847 -1.3953
H 1.9808 -3.7288 2.4838
H 2.8981 -4.0690 1.0177
H 1.4854 -5.0590 1.4209
H -0.7688 -3.5485 1.6287
H -0.6647 -1.9412 0.8679
H 0.1430 -2.2334 2.4093
H 3.0650 -0.8541 -1.6222
H 2.8648 -1.9660 -2.9840
H 4.2840 -2.1147 -1.9351
H 1.7588 -4.7279 -0.9711
H 3.5286 -4.6281 -1.0294
H 2.5751 -4.3046 -2.4816
*
```

natural (NBO) atomic charge list, values in e, 2 entries: 1.3306 -0.5136

=====

(2)
Computed, not measured: a molecular structure, C22H29AlBCl2F8ILiN2O15P at a distorted geometry, with the ωB97M-V functional and the def2-TZVPD basis.

highest occupied orbital energy = -0.2335 Ha

Structure (ORCA input):
```
! wB97M-V def2-TZVPD RIJCOSX def2/J DEFGRID3
* xyz 0 1
C -2.3907 -0.1690 6.9285
C -2.8372 0.6386 5.7217
O -2.4215 1.7217 5.6117
O -3.6717 0.2133 4.7203
C -4.4903 -0.9985 4.9128
C -3.8960 -2.3542 4.6412
C -3.3418 -2.5524 3.2401
C -2.0129 -1.8569 3.0098
C -1.0552 -2.7249 2.2152
C -0.8315 -2.3240 0.7707
C 0.2171 -1.2564 0.6664
C 1.1197 -0.9767 1.5980
C 2.0282 0.0281 1.4217
C 1.9895 0.7467 0.2859
C 2.9395 1.8842 0.0710
C 1.0806 0.4097 -0.6330
I 1.0633 1.4961 -2.4364
N 0.2355 -0.5581 -0.4364
H -2.2555 0.5401 7.7376
H -1.4009 -0.6129 6.7116
H -3.1015 -0.9073 7.2875
H -4.9308 -0.9539 5.9185
H -5.3225 -0.8722 4.2314
H -4.7022 -3.0651 4.8078
H -3.1193 -2.6243 5.3511
H -3.1404 -3.6162 3.1602
H -4.0907 -2.3342 2.4833
H -1.5767 -1.6869 3.9908
H -2.1901 -0.8700 2.5800
H -1.4550 -3.7329 2.2230
H -0.1403 -2.7567 2.7656
H -1.7511 -1.8608 0.4114
H -0.6562 -3.1718 0.0994
H 1.1722 -1.5201 2.5289
H 2.7385 0.2209 2.2021
H 2.3941 2.8102 -0.0564
H 3.5452 1.6839 -0.8046
H 3.5851 1.9976 0.9307
H -0.4147 -0.7376 -1.1902
N 0.3794 -5.1241 -3.0990
C -0.2298 -3.9768 -2.6910
C -1.5925 -4.1740 -2.7334
C -1.8116 -5.4942 -3.1759
C -0.5712 -6.0548 -3.3960
H 1.3714 -5.2598 -3.1741
H 0.3556 -3.1125 -2.4058
H -2.3470 -3.4465 -2.4733
H -2.8075 -5.9901 -3.3237
H -0.2903 -7.0343 -3.7395
F 2.4572 -4.0442 -8.1277
P 1.6444 -4.3244 -6.6418
F 1.8053 -2.7169 -6.3912
F 0.2905 -3.9386 -7.4832
F 2.4778 -5.7079 -6.8756
F 0.5202 -5.2462 -5.8897
F 2.3980 -4.2419 -5.1443
O 0.2449 4.7315 -1.5250
H -0.5491 5.1047 -1.1015
H 0.4803 5.2223 -2.3688
H 0.1425 3.7623 -1.7210
B 2.4467 8.2184 -3.3292
O 1.3342 7.3540 -3.8471
C 1.7188 6.1222 -3.7654
O 1.0532 5.1532 -4.0903
C 3.1291 6.0620 -3.1787
O 3.7477 5.0533 -2.9683
O 3.5332 7.2811 -2.9318
O 2.9006 9.1567 -4.3487
C 2.7473 10.3932 -3.8842
O 3.0186 11.3959 -4.4615
C 2.1573 10.3065 -2.4767
O 1.8854 11.2148 -1.7598
O 1.9901 9.0126 -2.1767
Al -4.9717 1.2766 6.8524
O 1.9243 -1.8647 5.0183
Cl 1.3666 -2.5331 6.2024
O 0.0433 -1.9765 6.4854
O 2.2254 -2.2854 7.3088
O 1.2518 -3.9317 5.9520
Cl -4.5909 -6.3240 -3.8460
F 4.2709 10.6443 -6.2417
F 3.6666 -2.5478 -8.0807
Li 1.8711 -3.4125 1.3704
*
```

Löwdin atomic charge list, values in e, 2 entries: -0.0054 -0.7566

=====

(3)
Computed, not measured: a molecular structure, C22H29AsMnN3O15P3S, with the ωB97M-V functional and the def2-TZVPD basis.

energy above the lowest of the compared OMol25 structures with the same formula, charge and spin = 28.51 kcal/mol
highest occupied orbital energy (alpha / beta) = -0.2986 / -0.2986 Ha

Structure (ORCA input):
```
! wB97M-V def2-TZVPD RIJCOSX def2/J DEFGRID3
* xyz 0 4
Mn 0.4064 1.3784 1.9392
O 1.2956 4.5929 4.5670
P 0.1434 3.8115 3.8139
O -0.9315 4.6842 3.3622
O 0.8993 2.9317 2.7657
O -0.3759 2.7359 4.9097
P 0.0678 1.1974 5.0021
O 1.6478 1.2650 5.1489
O -0.6484 0.5003 6.0643
O -0.2176 0.5995 3.5810
H 2.0037 4.0055 4.8877
H 2.0856 0.9453 4.3296
O 0.9727 -2.2498 2.9052
As 1.4285 -1.0396 1.7669
O 0.0413 -0.2937 1.1182
O 2.0025 0.3785 2.5204
C 2.6150 -1.8786 0.5893
C 2.5863 -3.2647 0.4398
C 3.4746 -3.8653 -0.4289
C 4.3750 -3.0794 -1.1431
C 4.3987 -1.7039 -0.9969
C 3.5185 -1.0796 -0.1178
S 2.4843 1.3741 -0.6769
O 1.6653 0.4638 -1.4730
O 3.6001 0.2580 0.0907
O 1.7392 1.9040 0.5168
H 0.3593 -1.8625 3.5591
H 1.8811 -3.8602 1.0045
H 3.4669 -4.9396 -0.5528
H 5.0709 -3.5511 -1.8257
H 5.1018 -1.0881 -1.5428
C -3.3230 2.2733 3.8889
P -2.8284 1.4967 2.3561
C -3.9811 2.0308 1.0929
C -3.0245 -0.2792 2.5256
O -1.4505 1.9448 1.8871
H -4.4082 2.2125 3.9958
H -3.0073 3.3187 3.8596
H -2.8505 1.7810 4.7382
H -5.0081 1.7878 1.3699
H -3.7265 1.5403 0.1523
H -3.8784 3.1093 0.9640
H -4.0867 -0.5300 2.4899
H -2.6013 -0.6095 3.4714
H -2.5047 -0.7697 1.7043
C 0.5697 -6.0356 -3.5179
C 0.3096 -4.5530 -3.4892
C 1.3033 -3.6553 -3.1151
C 1.0826 -2.2874 -3.1201
C -0.1558 -1.7795 -3.5069
N -0.3518 -0.3787 -3.4513
C -1.2361 0.3164 -4.2311
O -1.8988 -0.1668 -5.1313
N -1.3383 1.6843 -3.9747
C -1.0363 2.4435 -2.8360
C -0.8871 3.8237 -2.9564
C -0.6285 4.5824 -1.8281
C -0.4904 3.9432 -0.6046
N -0.6165 2.6260 -0.4888
C -0.9113 1.8990 -1.5586
C -1.1661 -2.6637 -3.8752
C -0.9228 -4.0291 -3.8621
H 1.2795 -6.3296 -2.7427
H 0.9892 -6.3430 -4.4794
H -0.3497 -6.6023 -3.3659
H 2.2758 -4.0300 -2.8138
H 1.8665 -1.6058 -2.8135
H 0.3318 0.1344 -2.9130
H -1.8580 2.1438 -4.7005
H -0.9711 4.2904 -3.9318
H -0.5174 5.6564 -1.8980
H -0.2777 4.4947 0.3054
H -1.0224 0.8341 -1.3892
H -2.1287 -2.2853 -4.1794
H -1.7222 -4.7041 -4.1509
*
```

Löwdin atomic charge list, values in e, 2 entries: 0.9318 -0.0754